1.
A 8-piece molecular cluster, C19H55F3N4O8 overall. Source: OMol25; level of theory: ωB97M-V with the def2-TZVPD basis set.

```
89
C19H55F3N4O8 | OMol25 | ωB97M-V with the def2-TZVPD basis set
N -0.1266 -0.4357 -0.6052
H -1.0036 -0.3470 -0.1123
H 0.2705 -1.3390 -0.3897
H 0.4374 0.3309 -0.2671
H -0.1636 -0.3400 -1.6100
C -3.1133 -2.4877 4.6103
O -2.2897 -3.6880 4.5057
O -3.2902 -2.2309 3.2399
C -4.3008 -2.5787 5.6330
F -4.7787 -3.8095 5.8351
F -4.0484 -2.1042 6.8521
F -5.3679 -1.9177 5.2504
C -1.6840 -4.1848 5.6795
C -0.6950 -5.2984 5.2264
H -0.0198 -4.9472 4.4461
H -0.0991 -5.6352 6.0747
H -1.2777 -6.1479 4.8703
H -2.4047 -4.6179 6.3732
H -1.1685 -3.4156 6.2546
H -2.4240 -1.7261 4.9749
C -2.4104 -2.0881 -4.9896
O -1.2579 -1.2964 -4.7572
H -2.7753 -2.5349 -4.0648
H -3.1178 -1.3365 -5.3401
H -2.2727 -2.9204 -5.6798
H -0.7174 -1.4219 -5.5406
C -1.7747 -6.3094 -0.5085
O -0.9592 -5.5278 0.3153
H -2.6630 -6.7241 -0.0321
H -2.0860 -5.7843 -1.4115
H -1.1695 -7.1570 -0.8301
H -1.4846 -5.2564 1.0715
C 0.8785 4.5694 -5.4485
O 1.6643 5.6443 -5.1674
H 0.0408 4.8996 -6.0628
H 1.4150 3.9107 -6.1314
H 0.5234 4.0069 -4.5850
H 2.1887 5.8820 -5.9355
C -3.9836 4.8302 0.4665
C -4.8758 4.4770 -0.7055
C -4.6466 5.3673 -1.9233
O -5.0941 6.7067 -1.7097
C -4.6720 7.6403 -2.6960
N -4.5399 3.1293 -1.1044
H -4.1439 4.1002 1.2600
H -4.2193 5.8128 0.8753
H -2.9331 4.8360 0.1758
H -5.8900 4.6926 -0.3692
H -5.2179 4.9398 -2.7473
H -3.6016 5.4182 -2.2290
H -4.8953 8.6847 -2.4781
H -5.1816 7.4549 -3.6415
H -3.5841 7.5899 -2.7403
H -5.3150 2.6885 -1.5787
H -4.4276 2.6743 -0.2097
C 3.6288 -3.7434 -3.3008
C 4.4046 -2.6200 -2.5660
C 4.5341 -1.3091 -3.4039
O 5.1774 -0.2137 -2.6515
C 5.3807 0.9549 -3.4781
N 3.7221 -2.3435 -1.3193
H 4.1670 -3.9394 -4.2282
H 2.6674 -3.3546 -3.6365
H 3.4181 -4.6415 -2.7202
H 5.4103 -2.9256 -2.2774
H 3.5236 -0.9635 -3.6218
H 5.0428 -1.4947 -4.3499
H 5.8544 1.7789 -2.9446
H 4.4488 1.2800 -3.9407
H 6.0808 0.6822 -4.2678
H 3.5043 -3.2447 -0.9187
H 4.3835 -1.8945 -0.7020
C 1.7544 2.4237 3.7374
C 3.0617 1.7084 3.3272
C 3.3149 0.3816 3.9710
O 4.5089 -0.1694 3.4838
C 4.7821 -1.4939 4.0356
N 2.8374 1.6603 1.9057
H 0.9211 1.7548 3.5222
H 1.6968 3.3976 3.2513
H 1.7835 2.7293 4.7832
H 3.9651 2.2980 3.4833
H 2.4316 -0.2033 3.7146
H 3.2988 0.6198 5.0345
H 3.9349 -2.1607 4.1960
H 5.2732 -1.4078 5.0049
H 5.4360 -2.1117 3.4201
H 2.7824 2.6378 1.6574
H 3.6160 1.2496 1.4104
```

Values from the calculation:
HOMO level = -5.513 eV
E_tot = -51079.38391 eV
Relative energy (zero: lowest compared OMol25 entry of this formula, charge and spin) = 648.2 kJ/mol
Largest force on an atom = 0.09863 hartree/bohr



2.
C19H55KO12 as an isolated structure. Source: OMol25; level of theory: ωB97M-V with the def2-TZVPD basis set.

```
87
C19H55KO12 | OMol25 | ωB97M-V with the def2-TZVPD basis set
K -1.7116 1.3395 2.6953
O 0.7058 -1.3019 -0.2668
C 0.0832 -0.1433 -0.1463
O 0.3796 0.5924 0.7928
O -0.7173 0.2632 -1.0069
H 1.1630 -1.3076 0.5773
C -3.3448 -3.3718 -2.7280
C -2.6018 -2.2900 -1.9991
O -2.6664 -1.0819 -2.7139
H -2.8426 -3.5411 -3.6805
H -4.3939 -3.1117 -2.8690
H -3.3585 -4.3219 -2.1939
H -1.5505 -2.5535 -1.8836
H -3.0149 -2.2186 -0.9929
H -2.0518 -0.4767 -2.2926
C 2.5678 2.7619 -1.1442
C 3.4328 1.5463 -0.7648
O 3.1462 1.3426 0.5699
H 2.9320 3.2375 -2.0548
H 2.6634 3.5892 -0.4410
H 1.5131 2.4971 -1.2188
H 4.4988 1.7484 -0.8693
H 3.2316 0.6686 -1.3789
H 2.1959 1.2143 0.6149
C 1.6271 2.2235 3.3400
C 1.1730 2.7183 4.7089
O -0.2425 2.7667 4.6878
H 1.3164 2.8677 2.5174
H 1.4563 1.1660 3.1384
H 2.7163 2.1996 3.3744
H 1.5495 3.6899 5.0290
H 1.5416 2.0146 5.4553
H -0.5228 3.0049 5.5745
C 1.0883 -5.7311 -1.6280
C 0.9178 -4.4277 -0.8666
O 0.8440 -3.3856 -1.8212
H 1.2885 -6.6154 -1.0232
H 1.9564 -5.6748 -2.2847
H 0.2149 -5.9149 -2.2538
H 1.7769 -4.2583 -0.2176
H 0.0069 -4.4359 -0.2680
H 0.6807 -2.5969 -1.2988
C -0.1475 5.1599 -0.0420
C -1.1225 4.0610 -0.4083
O -1.0743 3.1617 0.6795
H 0.8559 4.7772 0.1446
H -0.5199 5.7061 0.8246
H -0.0703 5.9456 -0.7936
H -0.7424 3.6892 -1.3598
H -2.1112 4.4777 -0.6007
H -0.5129 2.4251 0.4269
C -1.6389 -2.5832 2.1542
C -0.9550 -2.2621 3.4566
O -1.7485 -1.2843 4.1051
H -0.9813 -3.2124 1.5544
H -1.7695 -1.6237 1.6539
H -2.6203 -3.0359 2.2958
H -0.0190 -1.7650 3.2018
H -0.7489 -3.1464 4.0596
H -1.8791 -1.4821 5.0354
C -3.8549 2.0309 -1.2412
C -4.2582 0.8926 -0.3938
O -3.1462 0.4543 0.3799
H -4.6802 2.5529 -1.7254
H -2.9711 1.8289 -1.8465
H -3.4885 2.7964 -0.5572
H -4.6173 0.0275 -0.9513
H -5.1018 1.1412 0.2502
H -2.4531 0.3481 -0.2758
C 4.0761 -1.4985 2.6504
C 3.3106 -1.9903 1.4817
O 1.9957 -2.4198 1.8229
H 5.0786 -1.1606 2.3879
H 4.1299 -2.2821 3.4062
H 3.5480 -0.6690 3.1207
H 3.8127 -2.8364 1.0125
H 3.2460 -1.2147 0.7185
H 1.9698 -3.1514 2.4440
C 0.3290 1.4803 -5.3858
C 0.1568 0.8857 -4.0058
O -0.1074 2.0006 -3.1775
H -0.6230 1.9134 -5.6924
H 0.5832 0.7680 -6.1708
H 1.1338 2.2137 -5.4373
H 1.0544 0.3359 -3.7225
H -0.7143 0.2339 -3.9394
H -0.2512 1.6182 -2.3088
```

Values from the calculation:
HOMO level = -9.089 eV
E_tot = -61490.79121 eV
Relative energy (zero: lowest compared OMol25 entry of this formula, charge and spin) = 0.0 kJ/mol
Largest force on an atom = 0.06253 hartree/bohr